(1)
Molecular formula: C14H32Cl2NO2P2Ti
Method: DFT, ωB97M-V/def2-TZVPD

Structure (XYZ):
```
54
Properties=species:S:1:pos:R:3:nbo_charge:R:1
H 0.26 -4.36 -3.02 0.300
H 0.79 1.02 -4.62 0.352
H -0.09 4.07 -3.10 0.304
H 1.09 -2.86 -3.54 0.227
H -0.96 -1.38 4.21 0.228
H -1.96 2.99 0.20 0.272
O 2.39 -0.07 -2.09 -0.223
C 0.17 -3.26 -3.10 -0.940
C -1.38 -0.42 3.86 -0.241
Cl -2.73 -0.95 -2.66 -0.242
C -0.21 2.98 -3.20 -0.924
H -1.20 -4.59 -0.72 0.290
H -1.49 4.34 -0.87 0.286
C 0.65 0.61 4.87 -0.409
C 1.45 0.15 -4.45 -0.864
H -1.57 -3.21 0.35 0.259
C 1.35 -3.03 -0.51 -0.936
H -2.38 -3.35 -1.22 0.276
H 1.05 3.88 -0.61 0.292
H -2.00 -0.31 1.84 0.429
H 2.33 0.27 -5.14 0.395
H 1.20 1.80 3.15 0.202
H -2.47 -0.48 3.97 0.246
C -0.84 0.76 4.67 -0.412
H -1.07 1.70 4.17 0.211
C 1.00 2.78 -0.66 -0.916
H 1.33 -1.26 2.98 0.265
H 1.00 2.40 0.36 0.262
H 0.86 -0.39 5.27 0.214
C 1.29 -0.26 2.51 -0.508
H 2.25 -2.58 -0.95 0.245
H 0.99 1.34 5.62 0.253
Cl -3.13 0.25 0.24 -0.282
P -0.48 2.21 -1.58 0.840
H -2.71 3.15 -1.40 0.278
O -0.06 -0.13 0.48 -0.776
H -1.09 2.78 -3.83 0.279
H -0.67 -3.02 -3.76 0.274
H -1.36 0.76 5.64 0.260
C -0.01 -0.21 1.76 0.725
H 0.69 2.59 -3.68 0.207
H 1.91 2.42 -1.16 0.235
H 0.84 -0.75 -4.67 0.367
C 1.88 0.14 -3.12 0.971
C 1.46 0.83 3.58 -0.390
C -1.44 -3.52 -0.69 -0.933
P -0.11 -2.51 -1.46 0.913
N -1.15 -0.29 2.43 -0.512
H 1.26 -2.69 0.53 0.256
C -1.78 3.28 -0.84 -0.902
H 2.53 0.87 3.82 0.255
H 2.10 -0.21 1.76 0.242
Ti -1.25 -0.17 -1.11 1.206
H 1.48 -4.12 -0.50 0.293
```

Summary:
- Total charge: +3
- E_HOMO: -18.85 eV



(2)
Molecular formula: C14H32ClN4S
Method: DFT, ωB97M-V/def2-TZVPD

Structure (XYZ):
```
52
Properties=species:S:1:pos:R:3:nbo_charge:R:1
C -4.08 -0.15 3.90 -0.611
N 1.92 6.45 -1.58 -0.412
H -0.43 6.87 -1.85 0.293
C -1.92 0.52 2.71 -0.398
H 2.65 -4.73 -2.56 0.201
H -0.76 4.12 -1.41 0.482
Cl 4.71 3.48 -0.81 0.263
C 1.15 -2.41 -1.86 -0.399
S 1.46 2.29 -0.80 0.284
N 0.19 4.59 -1.39 -0.398
H -1.50 -0.62 0.12 0.210
H -3.81 0.44 4.78 0.205
H 1.70 -2.89 2.22 0.220
H -1.17 0.94 -0.67 0.175
C -2.54 1.50 1.72 -0.393
H 3.30 -2.64 -1.75 0.208
C 2.49 -2.26 -1.12 -0.390
C -3.05 0.88 0.41 -0.401
H -1.01 0.09 2.29 0.195
C 2.56 -2.94 0.24 -0.402
H -2.27 -1.28 3.83 0.208
H 4.39 5.79 -1.25 0.468
H -3.51 1.67 -0.19 0.194
H 1.71 -1.32 1.40 0.189
H 1.23 -1.88 -2.82 0.194
C 1.56 -2.39 1.25 -0.610
H 0.36 -1.89 -1.30 0.195
H -4.67 -1.01 4.23 0.218
H -2.38 -0.17 -1.35 0.217
H 1.79 -4.12 -3.99 0.202
C 0.71 -3.85 -2.13 -0.400
C -2.83 -0.63 3.16 -0.400
H -3.84 0.15 0.62 0.209
H -3.36 2.04 2.20 0.209
H -1.60 1.08 3.60 0.205
H -3.13 -1.24 2.31 0.194
C 0.42 6.09 -1.63 0.258
H 2.42 -4.02 0.14 0.205
H 1.84 1.59 -1.99 0.172
H 0.57 -4.38 -1.18 0.198
N 1.45 3.98 -1.15 -0.389
H -0.28 -3.82 -2.61 0.205
C 1.67 -4.62 -3.02 -0.611
N 3.81 4.90 -1.13 -0.594
C 2.46 5.07 -1.27 0.574
H -4.72 0.46 3.26 0.198
H 1.28 -5.62 -3.21 0.218
C -1.96 0.22 -0.41 -0.611
H 0.53 -2.56 0.93 0.201
H 2.69 -1.19 -0.99 0.172
H 3.57 -2.81 0.64 0.204
H -1.78 2.26 1.47 0.177
```

Summary:
- Total charge: +1
- E_HOMO: -12.93 eV



(3)
Molecular formula: C14H32F6N6O8S2
Method: DFT, ωB97M-V/def2-TZVPD

Structure (XYZ):
```
68
Properties=species:S:1:pos:R:3:nbo_charge:R:1
C -0.41 -0.24 -4.47 -0.422
C -2.56 2.69 -3.26 -0.709
H -0.31 0.65 -0.82 0.452
N -2.72 -1.26 -1.19 -0.657
S -1.63 1.79 3.13 2.193
H -1.17 -2.55 -1.52 0.199
H 2.61 -3.14 1.59 0.208
H 4.84 3.75 1.45 0.210
N -1.36 0.87 -4.40 -0.581
C 3.37 -2.73 0.93 -0.430
N 0.22 0.35 0.02 -0.954
H 2.20 2.06 4.19 0.219
H 4.15 2.53 3.21 0.397
C -3.90 -1.00 -0.56 0.689
H -0.47 0.36 0.82 0.453
N 3.09 -3.34 -0.37 -0.587
O -0.81 2.06 4.29 -0.930
H 3.18 -1.66 0.87 0.234
H -1.74 1.20 -5.27 0.405
F 0.19 3.43 2.02 -0.329
F -1.38 2.97 0.63 -0.336
O -4.73 -1.88 -0.41 -0.638
O -3.06 2.00 3.36 -0.919
S -1.81 -0.75 3.24 2.154
H 0.57 0.03 -4.07 0.213
C -1.67 1.47 -3.25 0.714
C 2.40 1.32 3.42 -0.418
C 2.20 -2.85 -1.23 0.693
H 1.86 -2.88 -3.38 0.239
H 5.47 2.44 0.43 0.235
F -1.77 4.31 2.28 -0.302
H -3.82 0.63 0.85 0.259
H 2.75 0.44 3.95 0.202
C -1.12 3.22 1.92 0.742
O -1.80 -0.58 4.67 -0.881
F -0.60 -3.08 3.62 -0.293
H 1.52 1.16 2.82 0.236
C -2.26 -2.57 -1.60 -0.425
H -5.27 0.51 -0.27 0.236
H -0.31 -0.60 -5.49 0.212
H -3.58 2.51 -2.91 0.258
H 2.97 -4.13 -2.85 0.217
F 0.76 -1.48 3.06 -0.323
H -2.50 3.15 -4.25 0.214
C -0.44 -2.02 2.86 0.750
N 3.49 1.99 2.69 -0.588
H 0.68 -0.55 -0.16 0.459
H 4.38 -2.88 1.29 0.213
C -4.20 0.45 -0.16 -0.706
N -1.25 0.54 2.28 -1.235
C 2.08 -3.56 -2.56 -0.704
C 3.55 2.05 1.35 0.686
C 4.57 2.98 0.73 -0.702
H 4.25 3.47 -0.19 0.244
O 2.78 1.44 0.60 -0.706
H -2.68 -2.82 -2.58 0.188
H -2.57 -3.35 -0.90 0.225
H -3.69 1.08 -0.89 0.195
H -2.10 -0.49 -1.44 0.411
H 3.64 -4.14 -0.62 0.399
H 1.30 -4.31 -2.49 0.242
H -2.19 3.44 -2.56 0.253
O 1.56 -1.82 -1.03 -0.697
H 0.94 1.01 0.33 0.452
H -0.80 -1.04 -3.84 0.219
O -1.32 0.96 -2.17 -0.727
F -0.54 -2.34 1.57 -0.321
O -3.01 -1.32 2.68 -0.897
```

Summary:
- E_HOMO: -8.73 eV



(4)
Molecular formula: C14H32INO4P
Method: DFT, ωB97M-V/def2-TZVPD

Structure (XYZ):
```
53
Properties=species:S:1:pos:R:3:nbo_charge:R:1
C -3.00 0.13 0.42 -0.491
C 3.78 -2.79 -0.13 -0.067
H -3.85 1.17 2.82 0.219
P -3.02 2.86 1.24 0.778
H 2.59 -4.53 -0.37 0.440
H -5.00 2.44 2.59 0.242
H -3.58 2.71 3.61 0.246
H 6.30 -2.09 -2.45 0.186
H -4.00 -2.28 -0.66 0.215
H 4.49 -0.76 -0.23 0.250
I -1.02 -1.68 -1.03 -0.041
C -1.03 2.82 -0.85 0.825
O 4.92 -3.62 -2.09 -0.560
N 2.65 -3.57 -0.74 -0.681
H 2.76 -0.90 0.11 0.239
C -3.98 -1.41 -1.30 -0.636
O -1.18 1.54 -0.35 -0.598
H -4.67 4.00 -0.05 0.251
H 3.73 -2.94 0.95 0.229
C -4.36 2.96 -0.01 -0.950
C -2.04 1.32 0.77 0.023
H 5.84 -3.10 -3.83 0.217
C 3.58 -1.32 -0.47 -0.645
H 1.74 -3.12 -0.61 0.447
H -5.23 2.36 0.25 0.215
H -4.03 0.47 0.49 0.235
C -3.95 2.25 2.71 -0.934
H -1.83 0.57 2.78 0.190
H 2.84 -3.66 -1.75 0.459
H 4.71 -1.88 -3.22 0.176
C 5.47 -2.61 -2.93 -0.254
H -2.76 0.27 -1.73 0.240
H -4.03 2.65 -0.99 0.253
C 0.02 3.71 -0.23 -0.730
O -0.34 1.92 2.38 -0.548
O -1.70 3.17 -1.82 -0.554
H 5.93 -2.83 -0.44 0.212
H 5.18 -4.42 -0.26 0.202
H 3.36 -1.17 -1.52 0.226
H -4.90 -0.86 -1.21 0.226
C 1.02 1.52 2.42 -0.245
H 1.59 2.39 2.73 0.205
H -2.87 -0.66 1.15 0.216
C -2.82 -0.48 -0.95 -0.206
H 1.17 0.69 3.10 0.171
C -1.20 0.89 1.96 -0.104
C 5.05 -3.43 -0.70 -0.084
H 1.35 1.26 1.41 0.156
H 0.77 3.11 0.26 0.220
H -0.46 4.39 0.46 0.271
H -3.86 -1.74 -2.33 0.225
H 0.48 4.25 -1.04 0.243
H -0.63 0.02 1.64 0.181
```

Summary:
- Total charge: +1
- E_HOMO: -10.38 eV



(5)
Molecular formula: C14H32O6
Method: DFT, ωB97M-V/def2-TZVPD

Structure (XYZ):
```
52
Properties=species:S:1:pos:R:3:nbo_charge:R:1
H 1.96 -2.08 1.23 0.203
C 1.88 -1.77 6.12 -0.067
O -1.45 2.69 -6.32 -0.724
C -1.58 0.21 3.23 -0.643
H -2.01 1.81 -2.26 0.197
H -1.36 3.08 -8.98 0.214
H 0.50 3.45 -3.03 0.190
C -1.70 2.09 -8.66 -0.633
H -2.41 2.70 -6.26 0.462
H 1.25 -3.58 6.48 0.462
H 0.81 1.20 -1.16 0.208
H 0.57 -2.62 0.33 0.200
C -1.10 1.73 -7.32 -0.063
H -0.01 1.71 -7.38 0.179
C -0.41 -0.77 3.21 0.098
O -0.69 1.27 0.24 -0.248
H 0.69 1.13 -3.37 0.190
C 0.48 -3.03 2.48 -0.402
H 2.39 -2.25 8.17 0.196
H -1.45 0.74 -7.00 0.155
O -0.12 0.06 0.65 -0.311
C -0.33 1.50 -3.53 -0.387
C -0.19 3.02 -3.75 -0.603
H -1.17 3.47 -3.55 0.193
H -1.89 0.56 2.25 0.231
H -1.37 1.02 3.93 0.216
H 2.32 -1.26 5.27 0.188
H 3.77 -2.20 7.08 0.215
C 0.88 0.33 1.55 0.971
H 1.75 -3.83 0.88 0.210
C 1.25 -2.90 1.14 -0.613
H -0.12 2.71 -1.04 0.197
O 1.79 0.95 1.22 -0.566
H -2.43 -0.33 3.65 0.217
H -1.42 1.36 -9.43 0.213
H -1.17 -1.95 1.53 0.216
H -0.24 -1.04 4.25 0.191
C 2.82 -1.72 7.32 -0.633
H 1.18 -2.81 3.29 0.224
H 0.93 -1.30 6.36 0.151
H -1.36 0.16 -2.19 0.210
H 3.01 -0.68 7.61 0.215
C -0.75 -2.10 2.52 -0.429
H -2.79 2.13 -8.60 0.198
O 0.85 -0.19 2.76 -0.491
H 0.19 3.26 -4.73 0.229
H -0.79 1.01 -4.38 0.209
C -0.19 1.63 -1.05 -0.093
H 0.14 -4.06 2.55 0.199
O 1.64 -3.12 5.73 -0.724
C -1.09 1.22 -2.20 -0.428
H -1.46 -2.59 3.19 0.212
```

Summary:
- SMILES string: CCCCOOC(=O)O[C@@H](C)CCC.CCO.CCO
- E_HOMO: -10.04 eV



(6)
Molecular formula: C14H33BN6O13
Method: DFT, ωB97M-V/def2-TZVPD

Structure (XYZ):
```
67
Properties=species:S:1:pos:R:3:nbo_charge:R:1
H 1.07 0.16 -3.55 0.201
N 0.63 1.12 4.39 0.542
H 1.24 0.83 2.43 0.256
N -0.48 6.11 -3.55 0.535
O 1.87 -1.44 2.11 -0.405
H 2.27 -3.88 3.87 0.229
H 3.58 -0.46 -2.75 0.208
H 2.36 1.34 -3.47 0.215
H -1.49 7.77 -2.80 0.234
O -3.00 2.39 -0.29 -0.570
H 0.59 -2.29 -1.11 0.504
O -0.86 1.80 -0.29 -0.515
C 0.00 0.83 -0.96 0.133
H -2.19 1.09 -2.79 0.246
H 2.26 1.94 3.37 0.234
H -0.37 3.37 -2.24 0.216
H -1.99 6.20 -2.12 0.242
H 3.02 1.07 -0.50 0.195
C 0.12 2.59 -2.84 -0.614
H 2.43 -0.51 0.02 0.215
H -0.60 2.11 -3.50 0.201
N 2.01 -2.64 2.20 0.551
H -2.46 -0.97 6.76 0.226
H -2.10 -2.03 -3.75 0.391
C 0.88 1.59 -1.96 -0.252
C -1.02 -0.23 -1.46 -0.625
N -1.93 -2.20 5.15 0.537
O -2.04 -3.17 5.87 -0.375
C -2.14 1.71 -0.73 0.798
H -0.04 -5.92 -0.69 0.242
H -0.60 -2.08 -4.35 0.381
N -0.66 -4.66 0.83 0.543
H 0.84 3.10 -3.49 0.226
O 1.18 0.18 4.92 -0.389
H -3.01 -0.41 5.14 0.234
H -2.49 6.65 -3.79 0.231
O -0.51 5.62 -4.66 -0.372
C 1.46 -3.33 3.40 -0.490
B -0.63 -1.43 -2.41 1.098
H 4.10 -0.33 -0.49 0.217
O -0.43 -5.37 1.79 -0.372
H -1.32 -0.73 -0.52 0.239
N -1.21 -1.53 -3.75 -1.129
C 2.67 -0.34 -2.15 -0.423
H 0.65 2.49 2.79 0.238
H -1.29 -0.27 5.59 0.256
H -1.78 -5.97 -0.33 0.236
H 0.63 0.43 -0.16 0.205
H 2.19 -1.33 -2.16 0.208
C 3.08 0.00 -0.70 -0.623
H 0.71 -3.98 2.98 0.265
H 1.03 -2.58 4.06 0.239
C 1.75 0.68 -2.85 -0.389
H -1.08 -4.56 -1.22 0.242
C -1.72 6.73 -3.03 -0.485
O -0.67 -3.44 0.86 -0.390
C -2.23 0.64 -1.80 -0.517
O -1.61 -2.24 3.97 -0.396
C -2.20 -0.85 5.72 -0.491
O 0.22 -2.42 -1.99 -0.893
O 2.52 -3.34 1.35 -0.396
C 1.24 1.65 3.14 -0.487
O 0.49 6.11 -2.81 -0.381
O -0.39 1.64 4.80 -0.384
C -0.92 -5.33 -0.47 -0.485
H 1.57 2.19 -1.34 0.208
H -3.18 0.11 -1.69 0.235
```

Summary:
- SMILES string: CCC[C@@H](C)[C@H]1OC(=O)C[C@H]1B(N)O.C[N+](=O)[O-].C[N+](=O)[O-].C[N+](=O)[O-].C[N+](=O)[O-].C[N+](=O)[O-]
- E_HOMO: -9.98 eV



(7)
Molecular formula: C14H33N4O9P2
Method: DFT, ωB97M-V/def2-TZVPD

Structure (XYZ):
```
62
Properties=species:S:1:pos:R:3:nbo_charge:R:1
C 1.45 0.86 -4.67 -0.459
H -5.15 -3.59 -2.06 0.197
C 1.63 -0.50 1.24 -0.241
H 1.99 -1.24 -4.59 0.221
H 4.05 1.71 -2.23 0.461
H -6.34 -3.74 3.00 0.200
H 0.66 -0.75 -3.53 0.205
C -4.80 -2.68 -1.58 -0.249
H 0.13 2.06 0.91 0.439
O -6.60 -2.77 1.19 -0.798
H -0.01 -3.85 3.61 0.203
H 0.31 -3.20 1.99 0.180
H 3.49 3.74 0.42 0.259
O -4.65 -2.93 -0.17 -0.826
H 2.25 -1.39 1.36 0.209
H 2.76 -2.17 5.62 0.195
H 2.26 0.39 1.16 0.163
H -5.48 -4.48 1.62 0.192
C 1.31 1.99 -0.73 0.588
O 2.61 -0.02 3.79 -1.074
C 2.37 5.87 -1.70 -0.322
O 1.09 -0.91 5.47 -0.796
H 0.93 0.61 -5.61 0.247
N 0.32 2.52 0.03 -0.872
O -4.59 -1.87 2.22 -1.074
O 0.71 -0.34 2.31 -0.820
C 2.24 0.62 -2.00 0.697
H -7.25 -4.61 1.75 0.197
C -3.06 -0.54 0.35 -0.235
H -2.62 -1.54 0.29 0.192
O 2.56 -0.40 -2.79 -0.477
H 3.92 3.97 -1.31 0.229
H 3.59 1.32 -4.44 0.184
H -3.83 -2.41 -2.00 0.176
O 1.33 -2.28 3.54 -0.823
C 0.15 -2.94 3.04 -0.253
H 1.98 6.87 -1.53 0.228
N 2.50 2.49 -1.02 -0.133
H 0.77 1.56 -4.17 0.211
H 3.02 1.39 -6.16 0.238
H 1.24 4.98 -0.21 0.218
H -2.63 0.08 -0.43 0.181
H -5.51 -1.88 -1.78 0.181
O -4.46 -0.57 0.16 -0.806
H 2.92 -0.57 6.40 0.200
N 1.11 0.78 -1.36 -0.472
H 2.92 5.69 -2.62 0.202
C -6.39 -3.97 1.94 -0.231
H -0.74 -2.31 3.12 0.187
C 2.24 -1.39 6.18 -0.231
P -5.26 -1.84 0.89 2.505
C 2.15 4.93 -0.79 -0.233
P 1.27 -0.68 3.85 2.504
N 3.12 1.61 -1.84 -0.353
H -0.26 3.29 -0.24 0.428
C 1.63 -0.45 -3.93 -0.075
C 2.77 1.56 -5.11 -0.615
H 1.88 -1.81 7.12 0.200
C 3.12 3.77 -0.60 -0.259
H -2.82 -0.09 1.32 0.197
H 1.05 -0.60 0.33 0.201
H 2.61 2.63 -4.99 0.213
```

Summary:
- Total charge: +1
- E_HOMO: -11.79 eV



(8)
Molecular formula: C14H34Cl2CrFN3O7P
Method: DFT, ωB97M-V/def2-TZVPD

Structure (XYZ):
```
63
Properties=species:S:1:pos:R:3:nbo_charge:R:1
H 18.66 -11.64 -10.53 0.208
Cr 21.48 -13.38 -12.89 1.636
H 12.86 -11.58 -12.35 0.207
H 23.29 -16.22 -16.14 0.258
C 17.50 -12.02 -13.80 -0.259
F 19.85 -13.79 -11.99 -0.764
C 21.85 -16.24 -14.59 0.718
H 15.89 -16.49 -13.28 0.202
C 16.97 -10.82 -9.62 -0.380
C 16.29 -14.73 -9.86 -0.416
H 19.15 -17.70 -14.10 0.219
H 17.81 -11.05 -14.18 0.198
H 19.31 -16.00 -13.90 0.238
H 16.78 -15.50 -14.48 0.201
N 20.80 -16.92 -15.05 -0.543
H 15.85 -14.93 -8.89 0.236
O 15.57 -14.48 -13.05 -0.822
C 23.20 -14.73 -10.39 0.721
O 21.67 -15.28 -13.80 -0.808
H 18.20 -14.60 -10.75 0.406
H 18.80 -16.70 -15.54 0.229
H 21.04 -17.69 -15.65 0.408
O 17.82 -16.67 -8.44 -0.609
C 18.34 -16.02 -9.33 0.669
H 23.98 -16.32 -14.44 0.251
C 18.25 -11.61 -9.52 -0.411
O 13.81 -12.87 -13.64 -0.803
H 20.25 -16.93 -9.04 0.240
C 19.41 -16.79 -14.65 -0.437
C 19.80 -16.20 -9.70 -0.698
H 16.14 -13.68 -10.12 0.186
H 23.77 -16.68 -10.95 0.248
H 25.13 -15.56 -10.84 0.255
H 17.33 -15.54 -12.85 0.168
H 17.73 -12.76 -14.58 0.184
H 24.39 -16.19 -9.35 0.227
H 21.19 -13.11 -8.41 0.243
N 22.75 -14.23 -9.25 -0.550
Cl 19.49 -10.88 -8.47 -0.053
H 14.43 -12.26 -11.74 0.177
H 22.55 -12.13 -9.06 0.221
H 13.03 -13.24 -11.74 0.190
H 18.09 -12.21 -12.89 0.179
H 23.31 -17.70 -15.19 0.243
H 19.87 -16.44 -10.76 0.218
H 15.67 -15.33 -10.54 0.201
Cl 17.31 -9.18 -10.23 -0.046
O 22.85 -14.31 -11.51 -0.802
C 24.19 -15.86 -10.37 -0.692
H 18.09 -12.66 -9.28 0.239
N 17.69 -15.02 -9.98 -0.645
H 23.06 -14.63 -8.38 0.420
H 16.35 -11.32 -10.37 0.217
C 21.94 -13.02 -9.19 -0.430
P 15.24 -13.32 -14.09 2.580
H 20.27 -15.22 -9.56 0.212
C 16.42 -15.55 -13.45 -0.258
H 16.36 -10.75 -8.73 0.231
H 21.48 -12.87 -10.16 0.205
C 23.19 -16.62 -15.13 -0.715
C 13.52 -12.45 -12.32 -0.244
O 15.40 -13.64 -15.50 -1.079
O 16.10 -12.06 -13.59 -0.820
```

Summary:
- Total charge: +1
- E_HOMO (alpha / beta): -11.67 / -11.67 eV
- ⟨S²⟩: 6.01
- Spin multiplicity: 5



no.,total energy (Ha)
1,-3209.52348
2,-1629.59270
3,-2878.72325
4,-1547.11241
5,-1003.92916
6,-1884.38936
7,-2131.77628
8,-3650.80437